Formula: C6H10
Source: the Open Molecules 2025 dataset
Level of theory: ωB97M-V/def2-TZVPD

Computed properties:
- energy above the lowest of the compared OMol25 structures with the same formula, charge and spin (kJ/mol) = 360.3
- gap between HOMO and LUMO (eV) = 8.16
- charge = 0
- lowest unoccupied orbital energy (eV) = 0.2798

Last column: Mulliken charge in e.
Geometry (Å):
C  0.51  -0.22  -1.53  -1.370
C  0.24  -0.48  -0.07  0.689
C  1.11  -1.50  0.59  -1.146
C  -0.84  1.78  0.28  -1.353
C  -0.64  0.34  0.63  0.663
C  -1.35  -0.52  1.44  -0.857
H  0.56  -1.15  -2.10  0.394
H  1.49  0.27  -1.64  0.338
H  -0.24  0.43  -1.99  0.329
H  1.03  -1.40  1.67  0.398
H  0.89  -2.53  0.31  0.303
H  2.14  -1.29  0.27  0.338
H  0.12  2.19  -0.06  0.336
H  -1.59  1.97  -0.49  0.311
H  -1.13  2.31  1.19  0.410
H  -2.40  -0.17  1.55  0.215